## i
Formula: C4H7ClS
Source: the OMol25 dataset
Level of theory: ωB97M-V/def2-TZVPD

Computed properties:
molecular weight: 122.62 g/mol
SMILES: C/C(Cl)=C/CS
net charge: 0
HOMO-LUMO gap: 9.9 eV

Atoms and positions in Å:
S -1.329 -0.065 2.369
C 0.503 0.286 -0.792
H 1.008 0.554 1.792
H 0.372 0.710 -2.897
Cl 2.227 0.818 -0.838
H -1.155 -0.572 -0.058
H 0.691 -1.276 1.983
C -0.210 0.095 -2.234
H -1.126 0.637 3.557
C -0.098 -0.330 0.183
C 0.296 -0.321 1.712
H 0.032 -0.912 -2.668
H -1.211 0.377 -2.110

Atom charges from the Mulliken analysis, given in e for atoms 1 to 8: -0.291 0.382 0.359 0.363 -0.213 0.227 0.276 -1.135

---

## ii
Formula: C4H7ClS
Source: the OMol25 dataset
Level of theory: ωB97M-V/def2-TZVPD

Computed properties:
molecular weight: 122.62 g/mol
SMILES: ClCC[C@H]1CS1
net charge: 0
HOMO-LUMO gap: 9.5 eV

Atoms and positions in Å:
C 1.737 -0.352 0.604
H -0.938 0.607 -1.572
H -1.281 -0.007 1.459
Cl -2.234 -1.423 -0.114
H 1.322 -0.199 1.607
H 2.825 -0.145 0.517
C -1.559 0.127 0.401
H -2.437 0.718 0.465
H -0.250 1.706 -0.432
S 1.104 -1.785 -0.229
H 1.332 0.227 -1.563
C -0.493 0.609 -0.556
C 0.870 -0.082 -0.587

Atom charges from the Mulliken analysis, given in e for atoms 1 to 8: -0.775 0.317 0.267 -0.188 0.246 0.292 -0.567 0.371

---

ii wins, 78.9 kJ/mol ahead of the next structure.

---

## i
Formula: C4H7ClS
Source: the OMol25 dataset
Level of theory: ωB97M-V/def2-TZVPD

Computed properties:
molecular weight: 122.62 g/mol
SMILES: CSC/C=C\Cl
net charge: 0
HOMO-LUMO gap: 9.6 eV

Atoms and positions in Å:
H -1.066 -0.947 0.298
H -0.659 1.993 -0.643
C 1.034 -1.329 -1.308
H -2.234 0.025 -0.682
C 0.137 1.412 1.063
H 1.589 -1.931 -2.104
S -0.469 -0.650 -1.998
C -0.623 1.134 0.023
H 0.461 2.472 1.268
H 0.659 -2.072 -0.534
C -1.185 -0.136 -0.435
H 1.780 -0.672 -0.874
Cl 0.635 0.297 2.305

Atom charges from the Mulliken analysis, given in e for atoms 1 to 8: 0.376 0.256 -0.747 0.288 -0.313 0.302 -0.088 -0.161

---

## ii
Formula: C4H7ClS
Source: the OMol25 dataset
Level of theory: ωB97M-V/def2-TZVPD

Computed properties:
molecular weight: 122.62 g/mol
SMILES: C=C(Cl)[C@@H](C)S
net charge: 0
HOMO-LUMO gap: 9.5 eV

Atoms and positions in Å:
H -3.098 0.524 -1.021
C 0.758 -0.148 1.340
Cl -1.234 -1.955 -0.082
C -1.121 -0.187 -0.451
H 2.705 -0.146 -0.964
H 0.885 1.192 -0.482
H 1.598 0.547 1.687
H -1.559 1.594 -1.533
C 0.374 0.204 -0.193
S 1.465 -1.071 -1.106
H 1.291 -1.179 1.429
C -2.008 0.615 -0.901
H -0.055 0.009 2.278

Atom charges from the Mulliken analysis, given in e for atoms 1 to 8: 0.322 -0.901 -0.168 0.089 0.140 0.413 0.326 0.159

---

i wins, 218.5 kJ/mol ahead of the next structure.

---

## i
Formula: C28H46BrHgN3P2
Source: the OMol25 dataset
Level of theory: ωB97M-V/def2-TZVPD

Computed properties:
molecular weight: 767.14 g/mol
net charge: +2
HOMO-LUMO gap (spin up / spin down): 5.8 / 5.9 eV

Atoms and positions in Å:
H 6.950 0.450 -0.563
C -4.804 0.826 2.512
H -4.386 -0.516 5.644
H -2.641 -1.955 -2.936
C 5.138 -0.685 -1.046
C -3.977 2.810 -0.591
C 0.630 -2.841 0.301
N 0.084 0.086 1.360
H 2.501 -3.892 0.386
C -4.501 2.005 1.705
H -2.276 -0.511 0.219
C -3.977 2.382 -1.971
C -4.632 -0.469 4.579
H -2.131 -1.850 2.182
H 4.106 -1.218 -3.539
H 7.047 -0.454 -2.090
C -2.110 -1.588 0.017
C 0.500 -1.020 4.613
H 0.617 -2.432 1.329
H 2.023 -3.442 -1.264
H -2.852 4.147 0.800
H -0.264 2.110 4.349
Hg -0.303 0.665 -1.689
H -5.668 -0.368 0.884
C 6.649 -0.469 -1.071
C 4.996 3.361 -1.906
C -0.008 0.083 2.534
C -4.375 0.714 3.866
H 2.677 -2.185 -0.146
C 4.243 2.292 -1.133
H 0.118 -2.002 4.306
H 4.336 3.987 -2.530
C -1.677 2.239 -1.687
H 4.913 -1.645 -1.542
H -3.410 -2.701 1.301
H 5.777 2.922 -2.543
H -2.606 2.218 -3.666
C -2.828 3.514 -0.090
C -0.665 -2.676 -2.304
C 2.053 -3.089 -0.220
H 6.084 0.180 -4.296
H -4.836 2.019 -2.535
C 4.068 -0.104 -3.547
H 4.741 0.286 -5.472
H -1.767 -3.364 1.293
P -0.422 -1.727 -0.754
H -3.860 1.541 4.345
H -0.661 3.614 -0.323
C -5.376 -0.335 1.931
H 1.590 -1.020 4.487
C -0.751 1.148 4.568
H -1.819 1.232 4.322
H -5.964 -2.404 2.293
C -2.721 2.282 -2.593
C -1.599 3.185 -0.664
H 3.232 2.667 -0.871
Br 1.486 1.549 -3.515
H 0.251 -0.848 5.661
H -1.595 -2.512 -4.264
H 7.124 -1.300 -0.532
H 4.747 2.102 -0.167
C -5.537 -1.501 2.719
H -1.278 -0.934 -3.487
H -5.716 1.629 -0.003
H 4.830 -0.812 0.006
H 0.323 -2.866 -2.759
P 3.992 0.521 -1.799
C 5.068 0.563 -4.463
H 5.439 3.985 -1.130
H -2.822 -1.877 -0.767
H 3.068 0.135 -4.012
H -1.079 -3.659 -2.028
H 0.089 -3.802 0.321
H -0.652 0.927 5.638
C -1.602 -1.974 -3.304
C -4.837 2.177 0.364
H -3.888 2.751 2.236
N -0.122 0.049 3.847
H 5.023 1.659 -4.383
N -5.170 -1.538 4.003
C -2.348 -2.429 1.273

Atom charges from the Mulliken analysis, given in e for atoms 1 to 8: 0.316 0.623 0.383 0.286 -0.614 0.520 -0.592 -0.453

---

## ii
Formula: C28H46BrHgN3P2
Source: the OMol25 dataset
Level of theory: ωB97M-V/def2-TZVPD

Computed properties:
molecular weight: 767.14 g/mol
net charge: +2
HOMO-LUMO gap: 5.6 eV

Atoms and positions in Å:
H 1.608 -1.415 5.179
C -3.999 1.164 1.368
H -2.304 -2.160 -3.018
C -0.201 3.358 -3.043
Br 1.320 3.932 -4.095
C 4.287 -0.431 -1.652
H -3.101 3.083 1.084
C 0.555 -4.015 0.085
H -2.526 -3.472 -0.607
H -1.869 -1.981 2.016
H 1.546 -0.257 -3.460
C 0.529 -1.296 5.355
C 3.836 3.261 -1.650
H -4.993 0.040 -0.232
H 4.791 2.921 -2.071
C -0.526 0.985 5.128
H -3.795 -0.083 4.557
C -4.755 0.097 0.831
H 2.185 2.584 -0.435
H 0.147 -4.898 -0.434
H 0.491 4.368 -1.253
H 3.762 1.964 0.078
H -0.982 -0.974 -3.084
H -5.835 -1.720 1.333
H 3.911 1.585 -4.226
H 2.508 -3.108 0.465
H 5.677 0.881 -2.736
H 3.657 -0.137 -4.630
H -4.466 1.850 -1.375
H -1.570 1.163 4.822
H -1.669 -3.744 1.832
H 2.485 -4.883 0.469
N -4.807 -0.976 2.979
H -2.964 1.830 3.177
H -0.471 0.863 6.213
P -0.300 -2.559 -0.628
N -0.018 -0.237 4.500
C -2.529 2.788 -1.618
C -5.178 -0.922 1.699
C -2.210 -2.864 1.463
H 6.438 -0.409 -1.808
C -1.230 2.636 -3.669
H -1.578 3.887 0.010
H 1.398 1.496 -3.346
H 0.079 1.855 4.821
C -2.032 -2.663 -0.042
H -3.278 -2.994 1.678
C -0.378 -2.977 -2.416
C -1.239 -2.029 -3.248
C 0.090 -0.302 3.201
N 0.180 -0.345 2.027
C -0.316 3.810 -1.724
C -1.483 3.539 -1.018
H 4.037 4.134 -1.013
C -3.622 1.081 2.735
C 2.125 0.671 -3.311
H 0.360 -1.021 6.397
H 2.403 -4.004 -1.075
C -3.542 2.250 0.534
H -1.112 2.287 -4.689
C -3.631 2.287 -0.832
H -3.222 1.851 -3.450
C -2.404 2.388 -2.970
H -2.511 -1.716 -0.338
C -4.055 -0.003 3.496
H 0.031 -2.252 5.140
Hg 0.695 -0.227 -0.491
H -1.090 -2.244 -4.314
H 4.280 -1.028 -0.724
H -0.742 -4.014 -2.481
C 5.616 0.318 -1.794
H 3.190 3.609 -2.467
H 0.660 -2.974 -2.778
C 3.152 0.819 -4.434
H 5.794 1.010 -0.961
P 2.768 0.590 -1.598
C 2.079 -3.991 -0.027
H 2.629 1.107 -5.355
C 3.147 2.197 -0.808
H 0.254 -4.092 1.138
H 4.180 -1.139 -2.491

Atom charges from the Mulliken analysis, given in e for atoms 1 to 8: 0.335 0.625 0.326 -0.232 -0.102 -0.495 0.612 -0.581

---

ii wins, 439.9 kJ/mol ahead of the next structure.